1.
{"formula": "C22H36As3AuN3O8Si2", "method": "ωB97M-V/def2-TZVPD", "elements": ["Au", "N", "C", "N", "C", "N", "C", "Si", "C", "C", "As", "Si", "C", "C", "C", "H", "H", "H", "H", "H", "H", "H", "H", "H", "H", "H", "H", "H", "H", "H", "H", "H", "H", "C", "O", "C", "O", "C", "C", "As", "C", "C", "C", "As", "C", "C", "O", "O", "C", "C", "O", "O", "C", "C", "O", "O", "C", "H", "H", "H", "H", "H", "H", "H", "H", "H", "H", "H", "H", "H", "H", "H", "H", "H", "H"], "xyz": [[0.37359, -0.30060, 0.94878], [0.14602, 1.71859, 0.49906], [0.39923, 2.85704, 0.53495], [0.75786, 4.09166, 0.50328], [-0.13121, 5.06424, 0.63682], [-0.83276, 5.98699, 0.72252], [2.74915, -4.04507, 3.73338], [2.22982, -2.36960, 3.04272], [3.78367, -1.43928, 2.54076], [1.41756, -1.41006, 4.43423], [0.63691, -2.66824, 1.35243], [2.03701, -3.14705, -0.46970], [2.91154, -1.66148, -1.20294], [3.31543, -4.44745, 0.00492], [0.98633, -3.92894, -1.82084], [3.46039, -3.91822, 4.55764], [3.21951, -4.67151, 2.97059], [1.87659, -4.58322, 4.11435], [4.44717, -1.35343, 3.40982], [3.53020, -0.43110, 2.20123], [4.34028, -1.93497, 1.74075], [2.05854, -1.41281, 5.32339], [0.45182, -1.84518, 4.70516], [1.24050, -0.37343, 4.13589], [3.46129, -1.09560, -0.44667], [2.18863, -0.98362, -1.66023], [3.61651, -1.98451, -1.97881], [4.05170, -4.07148, 0.72063], [3.85502, -4.77376, -0.89178], [2.83192, -5.32300, 0.44831], [0.26116, -3.22206, -2.22581], [0.43925, -4.79374, -1.43308], [1.62659, -4.27068, -2.64231], [-2.31037, -4.16274, -0.65216], [-2.13863, -2.84200, -1.19354], [-2.88335, -1.88086, -0.62426], [-3.72822, -2.11352, 0.20030], [-2.48994, -0.51910, -1.12039], [-3.20951, 0.53957, -0.75291], [-2.72829, 2.43861, -0.81669], [-4.29184, 2.96038, -1.90185], [-1.42690, 2.39729, -2.28467], [-0.85069, 1.32514, -2.82281], [-0.83673, -0.52135, -2.16455], [-1.58535, -1.28920, -3.82274], [0.10660, 1.43442, -3.97197], [1.26633, 1.12331, -3.92231], [-0.53787, 1.75089, -5.11114], [0.31707, 1.99445, -6.23484], [-0.97495, 3.75504, -2.73160], [-0.08046, 3.98026, -3.50628], [-1.67076, 4.72244, -2.11601], [-1.18810, 6.06602, -2.30362], [-4.50300, 0.37861, -0.00978], [-4.72225, 0.81246, 1.08858], [-5.45171, -0.14673, -0.80846], [-6.68527, -0.43250, -0.14142], [-1.66395, -4.80566, -1.24125], [-3.35011, -4.47399, -0.73510], [-1.99617, -4.16998, 0.38961], [-5.19019, 2.80581, -1.30259], [-4.35446, 2.37564, -2.81756], [-4.19832, 4.01878, -2.13321], [-2.53361, -0.82246, -4.08237], [-1.71828, -2.35523, -3.66557], [-0.86396, -1.13120, -4.62498], [-0.27889, 2.56046, -6.94526], [0.63901, 1.05268, -6.67973], [1.19005, 2.56358, -5.92721], [-1.72052, 6.67266, -1.58042], [-1.38712, 6.39371, -3.32355], [-0.12062, 6.10627, -2.10758], [-7.26324, -1.03460, -0.83625], [-7.21699, 0.48897, 0.09448], [-6.49334, -0.98210, 0.77708]], "relative_energy_kcal_mol": 0.00, "total_energy_ev": -246215.5994, "charge": -1, "orbital_gap_ev": 7.48}

2.
{"formula": "C22H36BIrN6O4PS2", "method": "ωB97M-V/def2-TZVPD", "elements": ["Ir", "C", "C", "O", "P", "S", "S", "O", "C", "C", "H", "H", "H", "H", "H", "H", "H", "H", "H", "H", "C", "N", "C", "N", "C", "N", "C", "N", "C", "C", "H", "H", "H", "H", "H", "H", "H", "H", "H", "H", "H", "H", "N", "C", "N", "C", "C", "C", "C", "C", "H", "H", "H", "H", "H", "H", "H", "H", "H", "H", "O", "B", "O", "C", "C", "C", "C", "C", "C", "H", "H", "H", "H"], "xyz": [[0.42828, -0.62089, 0.02979], [4.87422, -1.98875, 2.60416], [3.45118, -2.21194, 2.15287], [3.34831, -2.00557, 0.71866], [2.59919, -0.71937, 0.16392], [2.47541, -0.76486, -1.79873], [-0.25168, -0.55604, 2.16108], [3.47433, 0.40193, 0.92214], [3.06574, 1.77295, 0.90257], [3.99447, 2.54741, 1.80764], [4.94492, -2.15502, 3.68088], [5.18768, -0.96830, 2.38816], [5.55126, -2.68037, 2.10295], [2.75066, -1.55294, 2.66887], [3.13075, -3.23840, 2.32082], [2.03561, 1.83481, 1.25769], [3.10614, 2.14724, -0.12483], [3.93507, 2.16587, 2.82693], [3.71705, 3.60331, 1.81602], [5.02556, 2.46614, 1.46336], [-2.46384, -1.90015, -0.18580], [-3.82265, -1.97819, -0.69399], [-4.54085, -0.76384, -0.31554], [-3.88969, 0.43443, -0.85214], [-2.52915, 0.49107, -0.34330], [-1.73464, -0.70999, -0.72527], [-1.74325, -0.81344, -2.20980], [-3.09866, -0.88429, -2.73522], [-3.76610, -2.05302, -2.15470], [-3.82899, 0.31172, -2.31218], [-1.92131, -2.79216, -0.49530], [-2.45523, -1.82312, 0.90186], [-4.57301, -0.69305, 0.77292], [-5.56222, -0.81583, -0.69641], [-2.52679, 0.54916, 0.74629], [-2.03260, 1.36549, -0.75905], [-1.18256, -1.70838, -2.48408], [-1.23328, 0.06393, -2.61060], [-3.22153, -2.95349, -2.44364], [-4.78182, -2.11423, -2.54921], [-4.84582, 0.26350, -2.70562], [-3.33518, 1.19482, -2.72307], [0.37292, 1.57026, -0.84856], [0.31662, 2.71154, -0.67540], [0.24925, 4.00293, -0.46687], [0.70684, 4.97728, -1.46250], [-0.36754, 6.03517, -1.66761], [-0.78218, 6.64833, -0.33138], [-1.25713, 5.57119, 0.64194], [-0.17530, 4.52134, 0.84042], [0.93848, 4.44291, -2.38188], [1.63062, 5.44043, -1.09845], [-1.23360, 5.57253, -2.14899], [0.00979, 6.80268, -2.34537], [-1.56405, 7.39338, -0.48277], [0.07377, 7.17631, 0.10379], [-2.15421, 5.08436, 0.24917], [-1.51999, 6.00698, 1.60706], [-0.51703, 3.68284, 1.44524], [0.69574, 4.96280, 1.33778], [0.60705, -3.39661, 1.45826], [0.48228, -2.61857, 0.30289], [0.35845, -3.47974, -0.81173], [0.43207, -4.75589, -0.32147], [0.37382, -5.94993, -1.00187], [0.47374, -7.11350, -0.23822], [0.62601, -7.06206, 1.14239], [0.68382, -5.84398, 1.82058], [0.58330, -4.70643, 1.05537], [0.26377, -5.97719, -2.07747], [0.43504, -8.07490, -0.73303], [0.70188, -7.98409, 1.70330], [0.80081, -5.78848, 2.89431]], "s2": 0.76, "relative_energy_kcal_mol": 0.00, "total_energy_ev": -75007.9503, "multiplicity": 2, "orbital_gap_ev": [7.32, 6.31]}

3.
{"formula": "C22H36BrIO8PtSSi", "method": "ωB97M-V/def2-TZVPD", "elements": ["Pt", "O", "C", "O", "C", "O", "C", "C", "O", "O", "H", "H", "H", "H", "H", "C", "C", "C", "C", "O", "Si", "S", "O", "C", "C", "C", "C", "O", "C", "C", "C", "C", "H", "H", "H", "H", "H", "H", "H", "H", "H", "H", "H", "H", "H", "H", "H", "H", "H", "H", "H", "H", "H", "H", "H", "H", "H", "H", "H", "Br", "C", "C", "C", "C", "C", "C", "I", "H", "H", "H", "H"], "xyz": [[-1.21017, -0.65388, 0.99094], [0.83940, 3.12878, -1.41838], [0.27629, 2.12256, -0.72314], [0.78557, 1.04494, -0.58887], [-1.08708, 2.51701, -0.18890], [-1.41865, 1.84541, 1.00645], [-0.64515, 2.26137, 2.13903], [0.36830, 1.22938, 2.63570], [1.32076, 1.62399, 3.26860], [0.09378, -0.02461, 2.40927], [1.67049, 2.79042, -1.78541], [-1.13731, 3.60010, -0.05719], [-1.82440, 2.21811, -0.93529], [-0.11499, 3.18957, 1.92503], [-1.34723, 2.44564, 2.95526], [-5.38829, 0.58776, 1.04096], [-5.09457, 1.69347, 0.03708], [-4.65970, 2.96237, 0.75660], [-6.30365, 1.96917, -0.84857], [-3.98496, 1.32721, -0.80351], [-3.59673, -0.05785, -1.57114], [-2.79056, -1.56188, -0.27794], [-2.39907, 0.31933, -2.60795], [-2.43209, 1.03193, -3.86021], [-1.03915, 1.61850, -4.04005], [-3.48035, 2.13929, -3.83319], [-2.73703, 0.03645, -4.97036], [-4.93862, -0.61197, -2.31242], [-5.50100, -1.88580, -2.66973], [-6.23265, -2.43669, -1.45225], [-6.48516, -1.59716, -3.79448], [-4.42084, -2.85383, -3.13677], [-6.19957, 0.89323, 1.70401], [-4.50518, 0.37399, 1.64437], [-5.69138, -0.33009, 0.53329], [-5.46149, 3.32682, 1.40066], [-4.41926, 3.74055, 0.02977], [-3.77430, 2.76538, 1.36131], [-7.14982, 2.30193, -0.24540], [-6.58971, 1.06926, -1.39292], [-6.06385, 2.75095, -1.57139], [-0.84614, 2.39253, -3.29650], [-0.93862, 2.06814, -5.02911], [-0.29027, 0.83232, -3.93112], [-3.28483, 2.83952, -3.02006], [-4.48104, 1.72417, -3.69604], [-3.46310, 2.68620, -4.77743], [-2.02505, -0.79004, -4.93714], [-2.66435, 0.52168, -5.94504], [-3.74623, -0.35942, -4.85699], [-6.99215, -1.72685, -1.12001], [-5.53340, -2.61319, -0.63343], [-6.72456, -3.37969, -1.69607], [-7.23571, -0.87907, -3.46198], [-6.99027, -2.51395, -4.10222], [-5.96808, -1.17980, -4.65985], [-3.71510, -3.07600, -2.33605], [-3.87227, -2.44089, -3.98369], [-4.87921, -3.79372, -3.45011], [0.92418, -1.87476, -1.77926], [-0.06444, -3.46999, -1.61444], [-0.52193, -4.08236, -2.77409], [-1.27564, -5.24135, -2.69907], [-1.58409, -5.79440, -1.46545], [-1.13263, -5.18668, -0.30554], [-0.36983, -4.02808, -0.37671], [0.24324, -3.14243, 1.40527], [-0.28496, -3.63964, -3.73149], [-1.62636, -5.70815, -3.61009], [-2.17848, -6.69584, -1.40073], [-1.37745, -5.60559, 0.66071]], "s2": 2.01, "relative_energy_kcal_mol": 0.00, "total_energy_ev": -139885.9043, "multiplicity": 3, "orbital_gap_ev": [8.34, 7.30]}